The following is a DFT calculation (ωB97M-V/def2-TZVPD) of C49H34Cl8N5O4S2Y as an isolated structure.

Structure (ORCA input):
```
! wB97M-V def2-TZVPD RIJCOSX def2/J DEFGRID3
* xyz 0 1
Y 0.034 -0.101 0.840
C -2.482 -3.843 1.936
C -2.921 -4.489 0.794
C -2.582 -3.971 -0.446
C -1.826 -2.805 -0.500
N -1.416 -2.183 0.604
C -1.721 -2.689 1.800
C -1.447 -2.156 -1.792
C -1.824 -2.714 -3.010
C -1.480 -2.063 -4.176
C -0.779 -0.875 -4.101
C -0.430 -0.370 -2.850
N -0.758 -1.011 -1.723
C 0.310 0.930 -2.733
C 0.709 1.643 -3.860
C 1.351 2.860 -3.706
C 1.570 3.335 -2.427
C 1.150 2.560 -1.360
N 0.544 1.383 -1.498
H -2.715 -4.217 2.924
H -3.516 -5.392 0.860
H -2.910 -4.472 -1.344
H -1.297 -2.118 2.631
H -2.381 -3.636 -3.054
H -1.761 -2.474 -5.137
H -0.516 -0.359 -5.010
H 0.530 1.260 -4.852
H 1.670 3.422 -4.574
H 2.057 4.281 -2.239
H 1.294 2.896 -0.343
Cl 4.450 4.942 4.408
C 3.215 4.118 3.527
C 3.499 2.939 2.846
Cl 5.097 2.289 2.880
C 2.504 2.280 2.143
Cl 2.872 0.840 1.252
C 1.162 2.729 2.105
O 0.230 2.106 1.492
C 0.923 3.955 2.780
Cl -0.679 4.589 2.695
C 1.917 4.626 3.475
Cl 1.551 6.105 4.283
O 0.190 -0.773 2.613
Cl -0.014 -8.422 -1.056
C 0.855 -7.466 0.106
C 0.251 -6.351 0.665
C 0.953 -5.598 1.589
C 2.252 -5.935 1.964
C 3.024 -5.030 2.894
C 3.895 -4.070 2.069
N 3.105 -3.350 1.086
C 3.050 -3.606 -0.265
C 2.143 -2.727 -0.771
N 1.647 -1.939 0.240
C 2.234 -2.354 1.348
O 2.104 -4.305 3.682
C 2.482 -4.115 5.046
C 3.686 -3.239 5.231
C 3.676 -1.885 5.043
Cl 2.327 -0.961 4.555
S 5.224 -1.182 5.261
C 5.919 -2.710 5.610
C 4.993 -3.705 5.564
C 2.823 -7.053 1.375
Cl 4.456 -7.516 1.773
C 2.140 -7.833 0.454
H -0.750 -6.071 0.375
H 0.496 -4.720 2.030
H 3.690 -5.622 3.531
H 4.668 -4.625 1.539
H 4.376 -3.357 2.737
H 3.647 -4.375 -0.724
H 1.831 -2.603 -1.795
H 1.984 -1.955 2.324
H 2.659 -5.091 5.511
H 1.608 -3.660 5.507
H 6.968 -2.789 5.843
H 5.221 -4.744 5.763
H 2.608 -8.704 0.018
O -2.354 0.498 1.211
S -2.669 1.234 -0.062
C -3.986 0.324 -0.848
C -4.906 -0.369 -0.074
C -5.872 -1.132 -0.707
C -5.909 -1.199 -2.097
C -4.975 -0.512 -2.858
C -3.996 0.247 -2.231
C -3.527 2.730 0.389
C -4.053 3.551 -0.599
C -4.658 4.738 -0.225
C -4.724 5.092 1.119
C -4.184 4.264 2.090
C -3.572 3.070 1.728
H -4.838 -0.320 1.006
H -6.597 -1.680 -0.120
H -6.667 -1.797 -2.585
H -4.997 -0.579 -3.939
H -3.237 0.762 -2.810
H -3.996 3.267 -1.644
H -5.076 5.391 -0.980
H -5.193 6.025 1.406
H -4.221 4.550 3.132
H -3.111 2.418 2.459
*
```

* gap between HOMO and LUMO: 6.2 eV
* calculated total energy: -189902.7060 eV
* HOMO level: -6.74 eV

Atomic partial charges in e from the Mulliken method, atoms 1 to 5:
1 Y 1.562
2 C -0.850
3 C -0.961
4 C -0.547
5 C 0.566

The following is a DFT calculation (ωB97M-V/def2-TZVPD) of C49H36CaF3N7O3S2 as an isolated structure at a distorted geometry.

Structure (ORCA input):
```
! wB97M-V def2-TZVPD RIJCOSX def2/J DEFGRID3
* xyz -2 1
Ca 0.142 0.947 0.470
C 2.632 2.918 3.552
O 1.760 3.835 4.158
C 0.474 4.014 3.666
C -0.183 5.064 4.271
C -1.488 5.411 3.924
C -2.125 4.685 2.947
C -1.497 3.612 2.297
C -2.234 2.964 1.256
N -1.798 2.027 0.495
N -2.657 1.568 -0.452
C -2.057 0.817 -1.355
O -0.829 0.587 -1.458
C -2.962 0.202 -2.375
C -2.394 -0.621 -3.348
C -3.183 -1.234 -4.303
C -4.555 -1.033 -4.300
C -5.129 -0.209 -3.340
C -4.339 0.406 -2.386
C -0.154 3.212 2.641
O 0.441 2.247 2.075
H 3.530 2.931 4.174
H 2.895 3.212 2.532
H 2.224 1.911 3.525
H 0.354 5.621 5.029
H -1.977 6.248 4.409
H -3.142 4.935 2.659
H -3.256 3.337 1.082
H -1.322 -0.766 -3.313
H -2.728 -1.874 -5.051
H -5.178 -1.522 -5.039
H -6.202 -0.054 -3.340
H -4.764 1.037 -1.620
F 0.995 -0.161 6.627
C 2.095 -0.718 6.129
F 3.115 -0.131 6.822
F 2.094 -2.004 6.597
C 2.312 -0.645 4.656
C 3.620 -0.581 4.208
C 3.865 -0.493 2.846
C 2.759 -0.442 2.001
N 1.515 -0.554 2.399
C 1.236 -0.684 3.712
S -0.362 -0.910 4.186
H 4.440 -0.591 4.918
H 4.872 -0.445 2.457
H 2.888 -0.300 0.937
N 5.219 2.237 -8.671
C 4.653 2.033 -7.687
C 3.976 1.799 -6.480
C 2.589 1.979 -6.391
C 1.939 1.792 -5.189
C 2.649 1.415 -4.048
C 4.025 1.202 -4.153
C 4.688 1.401 -5.341
C 2.044 1.276 -2.703
C 1.706 2.465 -2.061
C 1.814 3.774 -2.634
C 1.354 4.649 -1.685
C 0.985 3.853 -0.571
N 1.205 2.575 -0.785
C 1.933 -0.031 -2.222
C 2.031 -1.198 -3.041
C 1.774 -2.268 -2.225
C 1.574 -1.723 -0.934
N 1.661 -0.407 -0.932
H 2.039 2.275 -7.275
H 0.872 1.947 -5.120
H 4.572 0.908 -3.268
H 5.758 1.260 -5.406
H 2.172 4.015 -3.621
H 1.278 5.721 -1.761
H 0.573 4.205 0.359
H 2.224 -1.221 -4.099
H 1.746 -3.308 -2.507
H 1.418 -2.281 -0.025
N -1.130 -1.183 0.768
S -1.821 -2.070 1.820
C -0.893 -3.656 1.934
C -0.253 -3.981 3.118
C 0.557 -5.103 3.177
C 0.710 -5.907 2.060
C 0.040 -5.598 0.888
C -0.754 -4.466 0.819
C -3.273 -2.906 1.000
C -3.975 -3.903 1.660
C -5.123 -4.430 1.095
C -5.578 -3.954 -0.126
C -4.884 -2.949 -0.778
C -3.733 -2.426 -0.213
H -0.807 -1.646 -0.071
H -0.376 -3.336 3.976
H 1.069 -5.348 4.097
H 1.352 -6.777 2.104
H 0.139 -6.244 0.027
H -1.273 -4.222 -0.098
H -3.622 -4.258 2.617
H -5.670 -5.211 1.609
H -6.483 -4.361 -0.557
H -5.239 -2.564 -1.724
H -3.193 -1.628 -0.701
*
```

* gap between HOMO and LUMO: 5.6 eV
* calculated total energy: -116236.0552 eV
* HOMO level: -1.91 eV

Atomic partial charges in e from the Mulliken method, atoms 1 to 5:
1 Ca 3.241
2 C -0.259
3 O -0.534
4 C 0.048
5 C -0.691

The following is a DFT calculation (ωB97M-V/def2-TZVPD) of C49H36ClIN3OPRuSTe as an isolated structure at a distorted geometry.

Structure (ORCA input):
```
! wB97M-V def2-TZVPD RIJCOSX def2/J DEFGRID3
* xyz 1 6
Ru -9.097 -18.041 -10.815
C -3.931 -15.906 -8.283
C -4.874 -16.919 -8.068
C -5.924 -17.012 -8.985
C -6.159 -16.049 -9.947
C -5.295 -14.985 -10.053
C -4.174 -14.947 -9.256
P -7.758 -16.114 -10.777
C -7.434 -15.754 -12.523
C -8.517 -15.270 -13.305
C -8.365 -15.273 -14.692
C -7.173 -15.695 -15.292
C -6.105 -16.145 -14.509
C -6.200 -16.121 -13.106
C -8.937 -14.799 -10.207
C -8.658 -13.475 -10.393
C -9.679 -12.488 -10.207
C -10.919 -12.986 -9.933
C -11.289 -14.365 -9.903
C -12.630 -14.860 -9.597
C -12.889 -16.186 -9.603
C -11.785 -17.109 -9.800
C -10.468 -16.769 -10.038
C -10.207 -15.282 -10.008
H -3.040 -15.874 -7.701
H -4.632 -17.694 -7.333
H -6.727 -17.728 -8.819
H -5.467 -14.287 -10.851
H -3.409 -14.163 -9.358
H -9.486 -14.923 -12.863
H -9.203 -15.012 -15.346
H -7.009 -15.463 -16.381
H -5.165 -16.530 -14.925
H -5.389 -16.505 -12.497
H -7.635 -13.229 -10.662
H -9.518 -11.492 -10.464
H -11.703 -12.215 -9.715
H -13.352 -14.103 -9.493
H -13.929 -16.548 -9.513
H -11.989 -18.152 -10.048
Cl -8.334 -19.857 -17.399
C -8.979 -19.457 -15.854
C -10.381 -19.182 -15.740
C -10.948 -18.892 -14.529
I -13.037 -18.688 -14.462
C -10.105 -18.735 -13.418
O -10.590 -18.385 -12.284
C -8.736 -19.043 -13.538
N -8.051 -19.108 -12.328
C -6.888 -19.969 -12.294
C -6.197 -20.130 -13.631
C -6.780 -19.970 -14.829
C -8.164 -19.506 -14.790
H -10.944 -19.217 -16.647
H -7.130 -20.948 -11.846
H -5.197 -20.622 -13.470
H -6.368 -20.258 -15.776
S -1.828 -19.471 -10.432
C -3.564 -19.729 -10.444
C -4.149 -20.106 -9.116
C -5.513 -20.298 -9.052
N -6.369 -19.854 -9.980
C -5.941 -19.360 -11.248
C -4.455 -19.499 -11.449
C -1.801 -18.570 -11.947
C -1.434 -19.205 -13.079
C -1.460 -18.500 -14.303
N -1.736 -17.180 -14.383
C -2.011 -16.524 -13.196
C -2.059 -17.201 -11.968
H -3.494 -20.235 -8.264
H -5.914 -20.729 -8.149
H -6.231 -18.323 -11.328
H -3.991 -19.320 -12.431
H -1.050 -20.174 -13.003
H -1.208 -19.003 -15.234
H -2.295 -15.468 -13.244
H -2.331 -16.791 -11.019
C -11.195 -20.225 -7.478
Te -9.545 -20.073 -8.921
C -8.767 -19.115 -7.194
C -9.284 -19.885 -6.020
C -8.606 -19.914 -4.745
C -9.165 -20.624 -3.694
C -10.511 -21.144 -3.811
C -11.180 -21.105 -5.006
C -10.557 -20.438 -6.124
H -11.821 -21.084 -7.746
H -11.927 -19.338 -7.587
H -9.043 -18.092 -7.338
H -7.670 -19.126 -7.179
H -7.754 -19.337 -4.667
H -8.790 -20.560 -2.677
H -10.920 -21.642 -2.937
H -12.252 -21.432 -5.042
*
```

* gap between HOMO and LUMO (spin up / spin down): 7.4 / 5.7 eV
* calculated total energy: -108526.4683 eV
* HOMO level (spin up / spin down): -9.87 / -10.30 eV

Atomic partial charges in e from the Mulliken method, atoms 1 to 5:
1 Ru -0.553
2 C -0.765
3 C -0.379
4 C 0.411
5 C 0.266

What is the calculated total energy in the second record? -116236.0552 eV

The highest calculated total energy belongs to which entry? C49H36ClIN3OPRuSTe

Among the records above, which one has the highest calculated total energy? C49H36ClIN3OPRuSTe